(1)
73
Properties=species:S:1:pos:R:3:mulliken_charge:R:1 method="wB97M-V/def2-TZVPD" multiplicity=1 total_charge=0 e_above_lowest_kj_mol=54.6 gap_ev=6.664 e_homo_ev=-6.52
Zr 0.719 1.250 -0.529 0.2859
N 0.562 2.180 1.806 -0.4833
C 1.921 1.957 2.346 0.5044
C 2.823 2.665 1.350 0.0381
O 3.546 3.583 1.718 -0.7242
N 2.609 2.252 0.073 0.3113
C 2.994 3.246 -0.926 -1.2048
C 1.728 3.881 -1.511 0.7169
O 1.712 4.846 -2.227 -0.6856
O 0.619 3.232 -1.133 -0.4828
H 0.451 3.174 1.620 0.3456
H -0.162 1.910 2.458 0.3153
H 2.112 0.884 2.341 -0.3633
H 2.080 2.353 3.348 0.4677
H 3.550 2.796 -1.751 0.2796
H 3.609 4.031 -0.488 0.4753
N 0.255 -2.166 0.715 0.1526
P -0.514 -0.799 1.369 1.3362
C -0.225 -1.083 3.155 0.6338
C -1.229 -1.202 4.109 -0.5178
C -0.909 -1.408 5.446 -0.7361
C 0.414 -1.502 5.842 -0.5321
C 1.425 -1.397 4.893 -0.8929
C 1.107 -1.189 3.563 -0.4004
C -2.290 -1.067 1.167 0.6402
C -3.154 -0.088 1.653 -0.5654
C -4.525 -0.224 1.509 -0.7527
C -5.048 -1.328 0.849 -0.6076
C -4.193 -2.287 0.327 -0.7419
C -2.821 -2.155 0.483 -0.5523
C 1.410 -2.045 -0.032 0.2425
C 1.922 -3.165 -0.695 -1.2762
C 3.132 -3.058 -1.335 -0.4690
C 3.834 -1.856 -1.285 -0.9404
C 3.246 -0.802 -0.630 -0.3084
N 2.040 -0.860 -0.028 0.9084
H -0.189 -3.068 0.696 0.3210
H -2.270 -1.149 3.818 0.3877
H -1.703 -1.503 6.176 0.4232
H 0.660 -1.664 6.883 0.3800
H 2.463 -1.478 5.190 0.4432
H 1.904 -1.137 2.830 0.1850
H -2.760 0.794 2.147 0.5128
H -5.187 0.535 1.906 0.4766
H -6.118 -1.434 0.730 0.3982
H -4.591 -3.137 -0.212 0.4183
H -2.167 -2.886 0.027 0.1712
H 1.358 -4.089 -0.695 0.4709
H 3.539 -3.910 -1.864 0.4217
H 4.794 -1.731 -1.760 0.4941
H 3.734 0.160 -0.546 0.2336
C 2.026 -0.853 -4.871 -1.6352
C 1.250 -0.388 -3.665 0.8627
S 1.873 1.024 -2.843 -0.5577
C 0.136 -1.021 -3.266 0.4002
C -0.398 -2.225 -3.997 -1.6503
S -0.780 -0.454 -1.886 -0.1898
H 2.879 -0.207 -5.068 0.4511
H 1.402 -0.865 -5.769 0.3567
H 2.404 -1.870 -4.729 0.2857
H 0.273 -3.086 -3.895 0.2761
H -0.508 -2.039 -5.069 0.3822
H -1.371 -2.522 -3.607 0.4040
C -1.950 2.744 -2.742 -0.8352
S -2.098 3.021 -0.989 0.4584
C -3.798 2.533 -0.799 -0.9907
O -1.402 1.868 -0.233 -0.1312
H -2.594 3.503 -3.191 0.5126
H -2.260 1.732 -2.986 0.2175
H -0.913 2.912 -3.023 0.1920
H -4.415 3.207 -1.394 0.4833
H -4.061 2.625 0.251 0.3258
H -3.910 1.499 -1.124 0.2278


(2)
77
Properties=species:S:1:pos:R:3:mulliken_spin:R:1 method="wB97M-V/def2-TZVPD" multiplicity=6 total_charge=+1 s_squared=8.80 gap_ev="6.050 / 4.886" e_homo_ev="-9.31 / -10.15"
Ru -0.153 0.001 -0.854 2.4994
C 0.407 4.304 -1.470 -0.0056
C -0.040 2.889 -1.552 0.2131
N 0.520 1.892 -0.697 0.3206
N 1.296 2.289 0.282 0.3265
C 1.577 1.251 1.086 0.0396
O 1.061 0.105 0.857 0.2030
C 2.471 1.441 2.229 0.0076
C 2.781 2.722 2.685 0.0420
C 3.604 2.879 3.786 -0.0168
C 4.128 1.762 4.426 0.0334
C 3.831 0.484 3.965 -0.0123
C 2.999 0.319 2.870 0.0239
C -0.956 2.400 -2.459 0.1808
C -1.535 3.212 -3.462 0.1946
C -2.365 2.654 -4.397 -0.0242
C -2.608 1.279 -4.349 0.2094
C -2.032 0.524 -3.340 -0.0202
N -1.255 1.041 -2.388 0.2162
H 1.043 4.449 -0.602 0.0066
H -0.447 4.984 -1.408 0.0115
H 0.981 4.574 -2.363 0.0191
H 2.371 3.583 2.173 0.0035
H 3.843 3.872 4.145 -0.0003
H 4.775 1.888 5.286 0.0019
H 4.255 -0.383 4.456 -0.0003
H 2.763 -0.667 2.490 0.0014
H -1.294 4.266 -3.489 0.0209
H -2.811 3.266 -5.172 0.0007
H -3.233 0.791 -5.085 0.0066
H -2.198 -0.540 -3.283 0.0169
O 1.219 -0.128 -2.741 0.0563
C 2.428 -0.402 -2.707 -0.0073
C 3.066 -1.405 -1.925 -0.0294
C 4.406 -1.689 -2.253 0.0002
C 5.060 -2.708 -1.640 -0.0020
C 4.414 -3.491 -0.662 0.0023
C 3.127 -3.225 -0.310 0.0148
C 2.386 -2.159 -0.907 0.0091
O 1.196 -1.926 -0.516 0.1431
N 6.445 -3.004 -2.010 0.0002
O 6.956 -2.346 -2.899 -0.0005
O 6.995 -3.929 -1.440 -0.0001
H 3.099 0.166 -3.372 0.0044
H 4.920 -1.108 -3.010 0.0006
H 4.964 -4.299 -0.199 0.0003
H 2.626 -3.813 0.449 -0.0008
C -2.830 -3.560 1.908 -0.0012
N -2.127 -3.092 0.711 0.0094
C -2.570 -2.637 -0.454 0.0079
S -1.372 -2.146 -1.612 0.0258
N -3.859 -2.589 -0.803 0.0048
C -5.038 -3.223 -0.202 0.0004
H -2.109 -4.098 2.517 0.0000
H -3.627 -4.247 1.663 0.0004
H -3.222 -2.724 2.490 0.0008
H -1.122 -3.039 0.770 -0.0008
H -3.967 -2.277 -1.754 0.0005
H -4.983 -4.310 -0.251 0.0003
H -5.904 -2.900 -0.774 0.0000
H -5.184 -2.908 0.825 -0.0001
C -4.637 0.268 0.719 0.0027
O -3.545 1.178 0.898 0.0055
P -2.017 0.708 1.005 0.2194
O -1.367 2.052 1.579 0.0054
C -1.886 3.381 1.403 0.0086
O -2.103 -0.209 2.327 -0.0035
C -0.927 -0.665 3.028 0.0056
H -5.548 0.856 0.760 -0.0006
H -4.650 -0.470 1.524 -0.0003
H -4.572 -0.235 -0.248 -0.0011
H -1.049 4.060 1.546 -0.0021
H -2.658 3.583 2.141 0.0021
H -2.302 3.511 0.403 -0.0037
H -1.275 -1.304 3.833 0.0006
H -0.389 0.182 3.449 0.0013
H -0.246 -1.211 2.375 0.0009


(3)
72
Properties=species:S:1:pos:R:3:mulliken_charge:R:1 method="wB97M-V/def2-TZVPD" multiplicity=1 total_charge=-1 gap_ev="5.260 / 5.249" e_homo_ev="-3.70 / -3.68"
Ti 1.679 -0.483 0.132 -0.4541
C 0.431 -4.571 0.922 -0.5445
C 1.028 -3.487 0.388 -0.5185
N 0.792 -2.203 0.824 0.9478
C -0.121 -2.103 1.867 0.4770
C -0.711 -3.291 2.397 -0.3776
N -0.469 -4.488 1.969 -0.7560
C -0.392 -0.793 2.243 -0.3956
C -1.177 -0.370 3.347 -0.9372
C -1.295 0.953 3.661 0.3287
C -0.603 1.900 2.823 -0.5820
C 0.109 1.448 1.769 -0.3382
N 0.265 0.126 1.452 0.8427
C 0.880 2.339 0.898 -0.0006
C 0.843 3.723 0.895 -0.2451
N 1.645 4.464 0.135 -0.6959
C 2.507 3.813 -0.629 -0.5473
C 2.550 2.427 -0.678 -0.3807
N 1.715 1.702 0.060 1.0284
C -2.056 1.405 4.837 0.3562
C -1.658 2.509 5.587 -0.5017
C -2.403 2.885 6.693 -0.3790
N -3.502 2.254 7.102 -0.6716
C -3.884 1.199 6.380 -0.3776
C -3.212 0.747 5.257 -0.5104
H 0.637 -5.564 0.550 0.3993
H 1.723 -3.591 -0.437 0.1256
H -1.424 -3.192 3.212 0.3406
H -1.634 -1.129 3.970 0.5841
H -0.661 2.957 3.032 0.4685
H 0.141 4.263 1.519 0.4488
H 3.184 4.405 -1.232 0.4355
H 3.228 1.890 -1.330 0.4117
H -0.760 3.058 5.333 0.4417
H -2.097 3.739 7.289 0.3586
H -4.785 0.694 6.714 0.3596
H -3.596 -0.098 4.700 0.4543
Se 3.230 0.139 2.141 -0.2317
Se 5.073 1.124 1.179 -0.2603
Se 5.225 -0.139 -0.904 -0.2613
Se 3.774 -1.881 -0.500 -0.4026
C 0.119 1.674 -2.658 -1.6766
Si 0.376 -0.181 -2.245 1.2252
C -1.463 -0.838 -2.126 2.2889
C -2.296 -0.538 -3.378 -1.9577
C -2.129 -0.124 -0.943 -2.0247
C -1.530 -2.344 -1.858 -1.8748
C 1.330 -0.839 -3.811 2.1310
C 2.670 -0.095 -3.844 -1.6516
C 1.610 -2.340 -3.729 -1.5097
C 0.615 -0.552 -5.139 -1.9216
H -0.536 1.817 -3.521 0.5431
H 1.066 2.164 -2.893 0.3539
H -0.328 2.212 -1.816 0.2875
H -2.250 0.514 -3.664 0.3233
H -3.351 -0.783 -3.186 0.5099
H -1.975 -1.136 -4.229 0.3493
H -2.145 0.961 -1.079 0.2931
H -1.613 -0.343 -0.009 0.2548
H -3.169 -0.463 -0.846 0.6012
H -1.114 -2.927 -2.683 0.3175
H -2.576 -2.657 -1.731 0.4976
H -0.991 -2.608 -0.950 0.2832
H 3.230 -0.222 -2.915 -0.0460
H 2.528 0.975 -4.020 0.3010
H 3.293 -0.484 -4.662 0.5763
H 2.171 -2.588 -2.826 0.1077
H 2.216 -2.655 -4.591 0.5227
H 0.691 -2.929 -3.740 0.2882
H 0.295 0.490 -5.217 0.3090
H -0.260 -1.187 -5.278 0.3403
H 1.299 -0.754 -5.975 0.5184


(4)
77
Properties=species:S:1:pos:R:3:mulliken_charge:R:1 method="wB97M-V/def2-TZVPD" multiplicity=1 total_charge=+1 gap_ev=7.017 e_homo_ev=-10.51
Sc 9.625 11.074 11.574 0.4269
O 11.447 7.912 11.670 -0.6470
C 10.660 8.498 12.389 -0.3955
O 9.598 9.154 11.897 -0.4080
C 10.847 8.519 13.881 -0.1074
C 9.575 8.075 14.650 0.1524
C 10.108 7.648 16.089 -0.7110
C 10.282 9.033 16.760 -0.9178
C 9.981 9.983 15.584 -0.1839
O 8.907 9.374 14.821 -0.3782
C 11.281 9.774 14.668 0.3481
C 11.688 11.062 13.965 -0.5508
O 12.619 11.746 14.401 -0.6889
O 10.972 11.420 12.906 0.4369
H 11.557 7.704 14.032 0.4458
H 8.919 7.339 14.124 0.4882
H 11.087 7.153 15.982 0.2955
H 9.337 7.032 16.609 0.3401
H 11.277 9.173 17.195 0.4187
H 9.509 9.137 17.569 0.2888
H 9.727 11.014 15.789 0.6653
H 12.171 9.476 15.295 0.6784
C 5.193 10.439 10.003 -1.9932
C 6.674 10.226 9.836 1.2306
N 7.610 11.177 10.067 0.2333
N 7.074 12.423 9.813 -0.2772
C 7.840 13.546 9.726 0.4729
N 7.167 14.644 9.379 -0.4033
S 9.450 13.617 10.290 -0.3825
C 7.093 8.888 9.524 -0.0972
C 6.247 7.837 9.150 -0.7048
C 6.824 6.616 8.763 -0.4496
C 8.178 6.413 8.936 -0.8463
C 8.968 7.500 9.322 -0.1432
N 8.423 8.672 9.553 0.0434
H 4.626 10.729 9.113 0.3268
H 4.813 9.528 10.410 0.5230
H 5.044 11.238 10.681 0.5982
H 6.064 12.491 9.568 0.2225
H 6.221 14.570 9.025 0.1783
H 7.670 15.527 9.227 0.2616
H 5.194 8.004 9.281 0.3081
H 6.162 5.835 8.334 0.3876
H 8.594 5.402 8.724 0.3734
H 10.028 7.388 9.474 0.5975
C 6.035 12.285 14.406 -1.0786
S 7.008 12.907 13.071 0.4350
O 8.266 11.991 13.034 0.1141
C 7.539 14.415 13.883 0.5272
C 6.597 15.411 14.162 -0.6334
C 6.995 16.433 15.055 -0.5448
C 8.277 16.492 15.590 -0.6678
C 9.196 15.510 15.226 -0.6314
C 8.868 14.482 14.343 -0.5214
H 6.636 12.272 15.308 0.3583
H 5.724 11.282 14.164 0.3702
H 5.114 12.856 14.522 0.4592
H 5.588 15.338 13.752 0.4460
H 6.265 17.147 15.331 0.4285
H 8.469 17.288 16.282 0.4236
H 10.190 15.462 15.613 0.4949
H 9.639 13.845 13.944 0.5129
C 12.369 11.271 5.789 -0.9225
C 13.221 10.578 6.818 -0.5151
C 12.922 11.150 8.208 0.2277
N 11.960 10.763 8.959 -0.7665
N 11.843 11.381 10.145 0.6064
C 12.749 12.369 10.270 0.1832
N 12.996 13.024 11.433 -0.2744
S 13.765 12.548 8.828 -0.1961
H 12.795 11.025 4.776 0.3106
H 12.443 12.335 5.896 0.3410
H 11.271 11.038 5.825 0.2320
H 14.275 10.702 6.642 0.3566
H 13.018 9.538 6.940 0.2536
H 12.621 12.625 12.310 0.0274
H 13.743 13.683 11.459 0.1869


(5)
72
Properties=species:S:1:pos:R:3:mulliken_spin:R:1 method="wB97M-V/def2-TZVPD" multiplicity=2 total_charge=0 s_squared=0.90 gap_ev="7.138 / 6.178" e_homo_ev="-6.94 / -5.97"
V -0.437 -0.173 -1.065 1.4017
N -3.651 0.377 0.941 0.0011
C -2.455 0.884 0.604 0.0006
O -2.240 1.382 -0.514 0.0019
C -1.326 0.767 1.593 0.0050
C -0.308 -0.273 1.059 -0.0305
H -4.289 0.192 0.182 -0.0008
H -3.705 -0.215 1.751 -0.0001
H -1.723 0.558 2.594 -0.0022
H -0.869 1.760 1.638 -0.0020
H -0.607 -1.269 1.391 0.0060
H 0.666 -0.076 1.520 0.0083
C 6.782 -5.521 -1.881 -0.0002
C 5.505 -5.491 -2.730 0.0000
C 5.887 -5.563 -4.214 -0.0002
C 4.676 -6.728 -2.385 0.0002
C 4.734 -4.192 -2.473 -0.0005
C 5.387 -2.967 -2.646 -0.0020
C 4.749 -1.742 -2.456 0.0023
C 3.425 -1.783 -2.085 -0.0111
O 2.567 -0.746 -1.835 -0.0327
B 1.303 -1.328 -1.491 -0.0250
O 1.471 -2.740 -1.538 -0.0051
C 2.765 -2.980 -1.910 -0.0006
C 3.386 -4.196 -2.097 0.0021
H 7.325 -6.454 -2.054 0.0000
H 6.548 -5.454 -0.817 0.0000
H 7.454 -4.698 -2.126 0.0000
H 6.445 -6.480 -4.423 0.0000
H 6.511 -4.715 -4.503 0.0001
H 4.996 -5.552 -4.846 0.0000
H 5.278 -7.625 -2.541 -0.0001
H 3.790 -6.812 -3.016 0.0000
H 4.351 -6.720 -1.343 0.0000
H 6.429 -2.960 -2.941 0.0002
H 5.271 -0.803 -2.590 0.0002
H 2.833 -5.111 -1.943 0.0000
C 0.256 -1.808 -4.436 0.0081
N -0.825 -2.258 -3.572 -0.0507
C -1.298 -1.337 -2.615 -0.2408
N -1.570 -0.026 -3.099 -0.0374
S -2.206 -1.835 -1.216 -0.0693
H 0.799 -2.676 -4.807 0.0022
H 0.974 -1.155 -3.922 -0.0040
H -0.121 -1.273 -5.312 -0.0050
H -0.582 -3.110 -3.086 0.0106
H -1.429 0.123 -4.087 0.0053
H -2.424 0.384 -2.744 0.0109
O 0.623 1.542 -1.362 0.0432
S 1.241 2.347 -0.208 0.0107
C 2.932 2.544 -0.715 -0.0008
C 3.284 2.349 -2.041 -0.0001
C 4.615 2.504 -2.393 -0.0006
C 5.563 2.843 -1.434 0.0000
C 5.191 3.020 -0.110 -0.0002
C 3.863 2.860 0.261 0.0001
C 0.596 3.985 -0.449 0.0021
C 0.851 4.936 0.529 -0.0013
C 0.347 6.216 0.361 -0.0001
C -0.413 6.519 -0.761 0.0000
C -0.678 5.547 -1.714 -0.0002
C -0.174 4.261 -1.565 0.0022
H 2.538 2.045 -2.761 -0.0011
H 4.917 2.349 -3.421 0.0000
H 6.601 2.955 -1.720 0.0000
H 5.933 3.264 0.639 0.0000
H 3.565 2.961 1.298 -0.0001
H 1.429 4.687 1.410 -0.0002
H 0.538 6.972 1.112 0.0000
H -0.810 7.518 -0.887 0.0000
H -1.288 5.785 -2.576 0.0000
H -0.388 3.477 -2.277 0.0000


(6)
74
Properties=species:S:1:pos:R:3:mulliken_charge:R:1 method="wB97M-V/def2-TZVPD" multiplicity=1 total_charge=-1 e_above_lowest_kj_mol=72.3 gap_ev=4.660 e_homo_ev=-3.07
K 2.126 -0.585 1.306 0.7748
O 8.486 -1.250 1.413 -0.6853
C 7.315 -0.948 1.304 0.5554
C 6.403 -1.308 0.159 0.2588
O 6.705 -1.962 -0.826 -0.7365
C 5.071 -0.717 0.445 0.4373
C 5.124 -0.050 1.742 0.4223
O 4.157 0.510 2.339 -1.0179
C 6.499 -0.142 2.281 0.2761
O 6.901 0.345 3.328 -0.7360
O 4.067 -0.821 -0.310 -0.7960
Cl 0.867 2.072 3.027 -0.1568
C 2.402 2.899 2.684 -0.0177
Cl 2.455 3.446 0.995 -0.1486
H 3.213 2.186 2.828 0.0331
H 2.478 3.761 3.335 0.3805
I 1.130 -4.415 3.325 0.0091
C 3.207 -4.901 3.429 -0.9214
I 4.464 -3.327 2.788 0.1823
H 3.358 -5.760 2.788 0.3663
H 3.424 -5.124 4.465 0.4351
C -0.787 3.362 -4.636 -1.6402
C -0.905 3.724 -3.148 2.0770
C -2.367 4.062 -2.848 -2.1154
C -0.046 4.960 -2.851 -1.6605
C -0.399 2.556 -2.307 0.4183
C 0.909 2.103 -2.456 -0.7241
C 1.377 1.089 -1.639 -1.1757
N 0.613 0.480 -0.738 0.2946
C -0.652 0.865 -0.607 -0.6641
C -1.182 1.911 -1.358 -0.0455
C -1.493 0.117 0.373 -0.6021
C -2.871 0.005 0.177 -0.1034
C -3.662 -0.684 1.083 0.2290
C -3.009 -1.246 2.177 -0.7794
C -1.639 -1.106 2.289 -1.0122
N -0.885 -0.449 1.413 0.1827
C -5.171 -0.844 0.918 2.0626
C -5.872 -0.218 2.133 -1.6146
C -5.514 -2.339 0.843 -1.6192
C -5.689 -0.162 -0.348 -2.1237
H -1.142 4.192 -5.250 0.4599
H -1.389 2.480 -4.865 0.3682
H 0.245 3.150 -4.917 0.3302
H -2.681 4.893 -3.482 0.4309
H -2.502 4.364 -1.808 0.4047
H -3.022 3.214 -3.057 0.4066
H -0.396 5.810 -3.441 0.4480
H 1.003 4.785 -3.094 0.3335
H -0.106 5.224 -1.793 0.3796
H 1.580 2.553 -3.176 0.4147
H 2.408 0.744 -1.692 0.5214
H -2.198 2.233 -1.174 0.7714
H -3.307 0.439 -0.711 0.7715
H -3.550 -1.798 2.936 0.4484
H -1.114 -1.553 3.129 0.5521
H -5.566 -0.698 3.062 0.3336
H -6.955 -0.323 2.036 0.4539
H -5.632 0.845 2.205 0.3707
H -5.199 -2.866 1.745 0.3325
H -5.016 -2.803 -0.011 0.3827
H -6.592 -2.472 0.730 0.4392
H -5.487 0.911 -0.333 0.4074
H -6.769 -0.299 -0.417 0.4313
H -5.239 -0.591 -1.246 0.4076
C 2.592 -4.519 -0.712 -0.9005
C 1.871 -3.229 -1.049 0.0084
O 0.885 -2.886 -0.062 -0.2268
H 3.354 -4.731 -1.463 0.3756
H 1.892 -5.361 -0.678 0.3774
H 3.089 -4.431 0.255 -0.0167
H 1.400 -3.305 -2.036 0.2093
H 2.583 -2.403 -1.072 0.0957
H 0.355 -3.664 0.131 0.1787